# 1
Density functional theory data (ωB97M-V/def2-TZVPD) for the ion C5H10NO2S with charge +1 at a distorted geometry.

Bonds (Å) are listed after each position.
Atoms and positions in Å:
1 C 0.091 -0.332 -0.123  C2 1.389, C3 1.470, C5 1.543
2 C 0.855 0.817 -0.282  C1 1.389, N6 1.502, S9 1.740
3 C 0.911 -1.469 0.318  C1 1.470, C4 1.489, H10 1.112, H11 1.140
4 C 2.349 -1.156 0.087  C3 1.489, S9 1.856, H12 1.122, H13 1.051
5 C -1.433 -0.187 0.073  C1 1.543, O7 1.483, O8 1.424, H14 1.036
6 N 0.184 2.065 -0.782  C2 1.502, H15 1.038, H16 1.057, H17 1.009
7 O -1.556 0.919 1.053  C5 1.483, H18 1.017
8 O -2.042 0.037 -1.195  C5 1.424, H19 0.952
9 S 2.554 0.688 0.073  C2 1.740, C4 1.856
10 H 0.715 -1.534 1.410  C3 1.112
11 H 0.733 -2.532 -0.054  C3 1.140
12 H 2.990 -1.437 0.964  C4 1.122
13 H 2.713 -1.549 -0.817  C4 1.051
14 H -1.700 -1.110 0.462  C5 1.036
15 H 0.355 2.447 -1.731  N6 1.038
16 H 0.462 2.814 -0.089  N6 1.057
17 H -0.811 2.079 -0.620  N6 1.009
18 H -2.492 0.931 1.448  O7 1.017
19 H -2.874 -0.383 -1.389  O8 0.952

Summary:
Charge: +1
LUMO energy, eV: -3.4
SMILES: [NH3+]C1=C(C(O)O)CCS1
Orbital gap, eV: 8.70
HOMO, eV: -12.1

# 2
Density functional theory data (ωB97M-V/def2-TZVPD) for the ion C7H15N4 with charge +1 at a distorted geometry.

Bonds (Å) are listed after each position.
Atoms and positions in Å:
1 C 0.032 0.530 0.082  C6 1.505, N8 1.269, N10 1.338
2 C 2.222 1.299 -0.045  C5 1.585, N8 1.370, H12 1.202, H13 1.057
3 C -1.850 -1.432 0.254  C4 1.498, N9 1.419, H14 1.083, H15 1.091
4 C -2.331 -0.109 -0.259  C3 1.498, N10 1.479, H16 1.033, H17 1.026
5 C 2.630 -0.221 0.144  C2 1.585, N11 1.483, H18 1.151, H19 1.139
6 C 0.392 -0.910 0.331  C1 1.505, N9 1.420, N11 1.431, H20 1.114
7 C -1.602 2.275 -0.047  N10 1.474, H21 1.164, H22 1.219, H23 1.125
8 N 0.865 1.464 -0.130  C1 1.269, C2 1.370
9 N -0.570 -1.776 -0.254  C3 1.419, C6 1.420, H24 1.005
10 N -1.267 0.849 0.114  C1 1.338, C4 1.479, C7 1.474
11 N 1.621 -1.189 -0.346  C5 1.483, C6 1.431, H25 1.067, H26 0.961
12 H 2.783 1.849 0.866  C2 1.202
13 H 2.665 1.716 -0.909  C2 1.057
14 H -1.853 -1.314 1.330  C3 1.083
15 H -2.540 -2.216 -0.062  C3 1.091
16 H -2.416 -0.245 -1.279  C4 1.033
17 H -3.231 0.019 0.216  C4 1.026
18 H 3.672 -0.517 -0.244  C5 1.151
19 H 2.831 -0.526 1.223  C5 1.139
20 H 0.707 -1.091 1.384  C6 1.114
21 H -0.938 2.761 -0.870  C7 1.164
22 H -2.790 2.254 -0.320  C7 1.219
23 H -1.382 2.795 0.926  C7 1.125
24 H -0.283 -2.731 -0.131  N9 1.005
25 H 1.545 -0.977 -1.388  N11 1.067
26 H 1.938 -2.082 -0.185  N11 0.961

Summary:
Charge: +1
LUMO energy, eV: -3.3
SMILES: CN1CCN[C@H]2[NH2+]CCN=C21
Orbital gap, eV: 8.98
HOMO, eV: -12.2